{
  "formula": "C20H48BN13O8PS",
  "method": "ωB97M-V/def2-TZVPD",
  "elements": ["C", "C", "C", "C", "P", "S", "C", "C", "C", "O", "N", "C", "C", "C", "C", "C", "C", "B", "C", "O", "H", "H", "H", "H", "H", "H", "H", "H", "H", "H", "H", "H", "H", "H", "H", "H", "H", "H", "H", "H", "H", "H", "H", "H", "C", "O", "N", "N", "H", "H", "H", "H", "C", "O", "N", "N", "H", "H", "H", "H", "C", "O", "N", "N", "H", "H", "H", "H", "C", "O", "N", "N", "H", "H", "H", "H", "C", "O", "N", "N", "H", "H", "H", "H", "C", "O", "N", "N", "H", "H", "H", "H"],
  "positions_angstrom": [[-4.406991, -2.621783, -2.111210], [-2.927197, -2.997078, -2.200163], [-2.077035, -2.375369, -1.090548], [-1.631393, -0.973622, -1.501478], [-0.586475, -0.135408, -0.278241], [1.108608, 0.699040, -1.118630], [-1.484232, 1.214445, 0.493333], [-1.470523, 2.515794, -0.311486], [-2.313708, 3.587837, 0.365452], [-3.478075, 3.724742, 0.101792], [-1.622955, 4.407178, 1.259399], [-0.767297, 3.706028, 2.193452], [-1.314247, 3.174172, 3.362232], [-0.516998, 2.404588, 4.206717], [0.809337, 2.144750, 3.866299], [1.361069, 2.682597, 2.699565], [0.571759, 3.485614, 1.877892], [-0.015161, -1.337911, 1.177602], [-0.955593, -1.521058, 2.397376], [1.225957, -1.861091, 1.039867], [-4.749580, -2.528138, -1.079173], [-4.576682, -1.666549, -2.606818], [-5.032104, -3.354455, -2.615950], [-2.784354, -4.072102, -2.188753], [-2.558944, -2.612085, -3.152499], [-2.674998, -2.315764, -0.177449], [-1.215650, -3.012364, -0.886597], [-1.061215, -1.004843, -2.430104], [-2.498243, -0.330663, -1.670230], [1.775698, -0.459221, -1.061882], [-2.502174, 0.863445, 0.677473], [-1.012728, 1.360172, 1.465269], [-0.450895, 2.868520, -0.444146], [-1.914528, 2.362836, -1.295055], [-2.328037, 4.962876, 1.737039], [-2.349378, 3.364737, 3.612949], [-0.938824, 2.001019, 5.115706], [1.434041, 1.540855, 4.509412], [2.386532, 2.470204, 2.427419], [0.980521, 3.913739, 0.971988], [-1.966725, -1.779185, 2.080631], [-1.042862, -0.570504, 2.934239], [-0.598044, -2.266975, 3.105427], [1.486169, -2.313484, 1.852161], [5.508153, 2.430704, 2.392006], [4.429766, 1.952227, 2.048625], [6.054463, 3.521012, 1.803345], [6.253539, 1.886953, 3.398770], [6.955970, 3.888822, 2.067951], [5.562833, 3.920075, 1.027070], [5.896449, 1.072898, 3.859469], [7.157624, 2.245999, 3.641779], [0.622590, -5.875757, -0.379755], [-0.161479, -5.636613, -1.280945], [1.491815, -4.918585, 0.079383], [0.691089, -7.088988, 0.236457], [2.154692, -5.074380, 0.814784], [1.469948, -4.027089, -0.376562], [0.066923, -7.803697, -0.088407], [1.339025, -7.303393, 0.969964], [10.031515, 3.522165, 2.950529], [8.987224, 3.759812, 2.357706], [10.085002, 3.312562, 4.299960], [11.224533, 3.459908, 2.298419], [10.937113, 3.125377, 4.793076], [9.235095, 3.398402, 4.822779], [11.215486, 3.614163, 1.307686], [12.096394, 3.274663, 2.756076], [-2.152297, 5.785439, 6.028642], [-2.644370, 4.686168, 5.834495], [-1.301679, 6.376456, 5.132661], [-2.405522, 6.506633, 7.159944], [-0.884786, 7.276015, 5.276732], [-1.060472, 5.852750, 4.312665], [-3.027077, 6.099807, 7.833013], [-2.012449, 7.410210, 7.340493], [-3.534830, -1.810164, -6.125534], [-3.766398, -1.256776, -5.057972], [-3.316897, -1.089433, -7.270306], [-3.480501, -3.160250, -6.260984], [-3.125920, -1.511235, -8.158204], [-3.362515, -0.091036, -7.201214], [-3.658614, -3.714493, -5.444885], [-3.333226, -3.648164, -7.125180], [-4.904490, -6.260355, -8.293963], [-4.224222, -5.788111, -7.395405], [-5.005143, -5.680693, -9.527852], [-5.618662, -7.410820, -8.127997], [-5.560546, -6.059390, -10.270748], [-4.492016, -4.836306, -9.688892], [-5.564368, -7.859529, -7.233437], [-6.184609, -7.819498, -8.846517]],
  "forces_ev_per_a": [[0.096, 0.260, -0.034], [-0.146, 0.194, -0.004], [-0.131, 0.016, 0.000], [0.066, 0.196, -0.025], [0.096, -0.430, -0.055], [-0.025, 0.225, -0.069], [0.056, 0.187, 0.221], [-0.194, -0.155, -0.219], [0.628, -0.050, -0.134], [-0.278, 0.165, -0.037], [-0.588, -0.326, 0.418], [0.231, 0.011, 0.044], [0.258, 0.018, -0.100], [0.159, 0.072, -0.263], [-0.054, 0.175, -0.285], [-0.415, 0.016, 0.068], [-0.096, -0.131, 0.186], [0.223, -0.114, 0.013], [0.024, 0.162, -0.040], [-0.445, 0.353, 0.057], [-0.014, -0.176, 0.067], [-0.082, 0.015, -0.017], [-0.041, -0.021, -0.026], [0.002, -0.177, 0.045], [0.077, -0.268, -0.150], [0.051, -0.067, 0.105], [0.157, -0.040, 0.007], [-0.014, -0.027, -0.060], [-0.015, 0.055, -0.105], [0.106, -0.128, 0.052], [-0.069, -0.028, -0.067], [0.000, 0.079, 0.073], [0.053, -0.001, 0.026], [-0.033, -0.014, -0.025], [0.148, 0.182, -0.003], [-0.023, 0.011, 0.058], [-0.041, 0.046, 0.074], [-0.014, -0.052, 0.069], [0.085, 0.046, 0.045], [0.038, 0.062, 0.009], [-0.068, -0.078, 0.040], [0.005, 0.041, 0.030], [-0.025, -0.093, 0.027], [0.160, -0.189, -0.098], [0.126, -0.039, -0.126], [-0.049, -0.039, 0.046], [-0.068, 0.174, 0.051], [-0.059, 0.037, 0.114], [0.094, -0.142, -0.099], [-0.026, -0.009, -0.004], [-0.007, -0.021, -0.017], [0.072, -0.010, -0.113], [-0.048, 0.070, -0.121], [-0.082, 0.065, 0.017], [0.000, -0.017, 0.234], [-0.003, 0.021, 0.053], [0.060, -0.082, -0.061], [0.046, -0.001, -0.050], [0.000, -0.002, -0.017], [0.027, -0.005, -0.020], [0.250, 0.105, 0.013], [-0.213, -0.072, 0.199], [-0.066, -0.087, -0.131], [-0.067, -0.035, 0.025], [0.020, 0.020, -0.005], [-0.013, 0.077, 0.032], [-0.006, -0.003, -0.016], [0.005, 0.009, 0.014], [0.080, 0.038, 0.071], [-0.009, -0.042, -0.073], [-0.093, 0.000, 0.004], [0.009, -0.013, -0.041], [0.009, 0.002, 0.020], [0.054, -0.042, 0.011], [-0.023, -0.004, -0.002], [0.003, 0.009, -0.009], [-0.036, -0.044, -0.138], [0.110, 0.025, 0.137], [0.026, -0.033, 0.033], [0.155, 0.195, 0.131], [0.002, -0.020, -0.001], [-0.020, 0.013, 0.010], [-0.079, -0.054, -0.036], [-0.133, -0.110, 0.014], [-0.076, -0.124, 0.012], [0.092, 0.150, -0.126], [0.011, -0.025, 0.071], [0.016, 0.042, -0.019], [-0.008, -0.012, 0.000], [0.009, 0.012, -0.012], [0.006, -0.002, 0.017], [-0.003, 0.003, -0.010]],
  "spin_multiplicity": 1,
  "molar_mass_g_mol": 672.5,
  "e_tot_ev": -78074.3808,
  "homo_lumo_gap_ev": 8.949,
  "charge": 1,
  "homo_ev": -11.0860
}


{
  "formula": "C20H48BrO9P3",
  "method": "ωB97M-V/def2-TZVPD",
  "elements": ["C", "C", "C", "Br", "P", "C", "C", "C", "C", "O", "C", "H", "H", "H", "H", "H", "H", "H", "H", "H", "H", "H", "H", "H", "H", "H", "H", "H", "H", "O", "P", "O", "C", "C", "O", "C", "C", "O", "C", "C", "H", "H", "H", "H", "H", "H", "H", "H", "H", "H", "H", "H", "H", "H", "H", "O", "P", "O", "C", "C", "O", "C", "C", "O", "C", "C", "H", "H", "H", "H", "H", "H", "H", "H", "H", "H", "H", "H", "H", "H", "H"],
  "positions_angstrom": [[3.708628, -2.685909, -2.606616], [3.592625, -3.505200, -3.903028], [2.326746, -3.133008, -4.682040], [2.733199, -3.345146, -6.616175], [0.892892, -4.227721, -4.192906], [0.338171, -5.215685, -5.629211], [-0.577361, -3.156882, -3.858524], [-0.425466, -1.673994, -4.257591], [-1.747663, -0.909756, -4.153941], [-2.339417, -0.728830, -5.427722], [-1.681085, 0.245616, -6.222725], [3.158878, -1.748899, -2.687460], [4.749780, -2.440743, -2.403812], [3.339148, -3.247479, -1.750164], [3.645391, -4.573449, -3.703968], [4.442752, -3.263497, -4.539189], [2.137603, -2.073521, -4.550562], [-0.183054, -4.601223, -6.365262], [1.154870, -5.771773, -6.075184], [-0.397614, -5.922129, -5.243826], [-1.421242, -3.547561, -4.433268], [-0.845689, -3.197420, -2.804116], [0.345135, -1.242843, -3.613452], [-0.017780, -1.647358, -5.269756], [-1.517049, 0.086377, -3.754396], [-2.436639, -1.390147, -3.463946], [-2.342574, 1.107328, -6.326537], [-1.448226, -0.202525, -7.185999], [-0.760992, 0.598227, -5.753097], [-2.811569, -0.398066, -0.394831], [-2.750243, 0.574892, 0.739440], [-3.513380, -0.298447, 1.905463], [-3.226500, -1.667061, 2.173565], [-1.992805, -1.861684, 3.035278], [-4.000776, 1.536335, 0.229935], [-4.240278, 1.768203, -1.160770], [-5.415138, 0.947603, -1.652433], [-2.315813, 1.754860, 1.741281], [-3.244341, 2.275142, 2.722241], [-2.773737, 1.942080, 4.125432], [-3.135732, -2.226784, 1.240732], [-4.099103, -2.059085, 2.697390], [-1.133550, -1.330997, 2.626885], [-1.745691, -2.921180, 3.106262], [-2.160778, -1.485969, 4.045532], [-3.347817, 1.554066, -1.749478], [-4.453934, 2.833109, -1.269803], [-5.309547, -0.097394, -1.363343], [-5.499061, 1.001629, -2.739121], [-6.344935, 1.315791, -1.216462], [-4.247241, 1.904160, 2.546254], [-3.266572, 3.354337, 2.572416], [-2.339188, 0.944637, 4.164798], [-3.603732, 1.996621, 4.829679], [-2.005412, 2.642201, 4.457275], [3.717054, 1.648778, 5.392765], [2.740154, 1.942891, 4.339771], [3.486303, 2.199019, 2.939316], [4.671239, 1.473225, 2.605986], [4.363490, 0.075752, 2.101301], [2.220300, 3.455229, 4.649384], [2.332147, 4.015406, 5.960003], [3.484235, 4.995646, 6.028295], [1.343056, 1.376843, 3.887962], [0.646609, 1.957025, 2.762535], [0.576879, 0.958499, 1.628285], [5.348125, 1.432229, 3.460328], [5.173084, 2.047596, 1.827615], [3.707813, -0.456582, 2.793905], [5.283722, -0.495941, 1.980723], [3.860934, 0.114963, 1.133588], [2.446116, 3.231295, 6.707704], [1.389797, 4.526609, 6.164944], [4.395484, 4.554182, 5.626101], [3.670774, 5.302953, 7.058328], [3.263021, 5.886001, 5.437890], [1.115648, 2.883198, 2.441326], [-0.350313, 2.203199, 3.109629], [1.498214, 0.382803, 1.556132], [0.398356, 1.460761, 0.676552], [-0.229331, 0.244573, 1.790486]],
  "forces_ev_per_a": [[0.049, -0.426, 0.019], [0.235, 0.590, -0.081], [0.012, -0.616, -0.648], [-0.065, 0.284, 0.041], [0.125, -0.745, 1.430], [-0.400, 0.499, -0.106], [-0.068, 0.776, -0.726], [0.241, -0.921, 0.401], [0.978, 0.927, -0.322], [-0.307, -0.371, 0.206], [-0.224, -0.134, 0.351], [-0.013, 0.059, 0.083], [0.041, -0.002, 0.024], [-0.183, 0.106, 0.052], [-0.126, -0.061, -0.018], [0.057, 0.022, 0.002], [-0.169, 0.025, -0.116], [0.227, -0.031, -0.241], [0.046, 0.013, -0.070], [0.082, -0.069, 0.155], [0.005, -0.216, 0.060], [0.074, -0.203, 0.060], [-0.125, 0.227, 0.059], [-0.211, 0.282, -0.128], [-0.208, -0.007, 0.232], [-0.225, -0.103, -0.213], [-0.003, 0.027, -0.245], [0.008, 0.179, -0.141], [0.113, -0.076, -0.052], [4.100, 0.289, -0.121], [-8.406, 0.212, 1.109], [0.993, 0.222, 0.258], [-0.115, -0.411, -0.140], [-0.121, 0.178, 0.134], [0.484, 0.341, -0.296], [-0.211, -0.200, -0.044], [-0.141, -0.013, 0.045], [2.987, -0.649, -0.844], [-0.330, 0.110, 0.492], [0.303, 0.127, -0.034], [0.036, 0.138, -0.082], [-0.052, 0.084, -0.030], [0.054, -0.113, -0.068], [0.004, -0.002, -0.029], [0.018, 0.017, 0.000], [0.005, -0.091, 0.033], [0.013, 0.018, 0.072], [0.137, -0.009, -0.055], [-0.002, 0.026, 0.001], [-0.001, 0.009, -0.005], [0.083, -0.174, -0.168], [0.099, -0.030, -0.171], [-0.171, -0.087, -0.017], [-0.030, -0.003, -0.034], [-0.021, -0.012, 0.041], [-0.830, -2.202, 0.149], [0.584, 4.673, -0.708], [-0.326, -0.451, 0.065], [0.438, -0.221, -0.124], [-0.175, 0.076, -0.090], [-0.097, -0.330, -0.232], [0.106, 0.143, 0.155], [0.031, 0.126, -0.132], [0.397, -1.671, 0.776], [-0.164, 0.084, -0.393], [0.046, -0.198, -0.033], [-0.173, 0.041, 0.137], [-0.108, 0.093, 0.006], [0.113, -0.038, 0.069], [0.007, 0.000, 0.036], [-0.007, 0.004, 0.001], [0.083, -0.077, -0.079], [-0.029, -0.018, -0.076], [-0.007, -0.122, 0.094], [-0.031, -0.001, 0.003], [0.001, 0.003, 0.004], [0.237, -0.039, 0.136], [0.049, -0.027, 0.117], [0.088, 0.136, -0.074], [0.020, 0.043, 0.030], [0.065, -0.038, 0.048]],
  "spin_multiplicity": 1,
  "molar_mass_g_mol": 605.4,
  "e_tot_ev": -137856.0669,
  "homo_lumo_gap_ev": 7.219,
  "smiles": "CC[C@@H](Br)P(C)CCCOC.CCOP(=O)(OCC)OCC.CCOP(=O)(OCC)OCC",
  "homo_ev": -8.0361
}